Entry 1:
Computed, not measured: 2 unconnected molecules or ions with the total composition C32H23BF6O2S in a non-equilibrium geometry, with ωB97M-V/def2-TZVPD.

Output
* HOMO energy: -0.2980 Eh
* relative energy (zero: lowest compared OMol25 entry of this formula, charge and spin): 7.3 kcal per mole
* total energy: -2406.0229 a.u.

```
! RIJCOSX wB97M-V def2-TZVPD def2/J DEFGRID3
* xyz 0 1
S 1.10538 0.09191 -3.92694
F 3.58623 5.45810 0.57449
F 4.98437 3.78497 0.75309
F 3.34552 4.00359 2.20595
F 5.50214 -1.04703 2.87911
F 4.74532 0.57593 4.17017
F 5.59036 1.05179 2.20011
O -0.70150 -3.46995 0.39769
O -2.31467 -1.84481 -0.03261
C 0.87339 -0.28152 1.28731
C -3.51133 -5.67246 -0.52986
C 1.43049 3.66047 -0.09373
C -0.93837 1.42538 -3.14183
C 3.31208 2.20976 -0.67862
C -2.18508 -5.37074 -0.20106
C 2.47394 1.46222 -1.48287
C -1.81715 -4.04621 -0.20001
C 0.60922 2.95423 -0.96540
C 1.89305 -1.13043 0.84177
C -3.72239 0.24886 2.97254
C 3.67164 4.12904 0.87604
C -0.39711 -0.86312 -6.12499
C 3.46985 0.01874 2.23612
C -2.80098 -3.03999 -0.42756
C -1.67522 1.53464 1.56961
C -2.67057 -0.48507 2.44156
C -1.64620 0.14236 1.70564
C 1.14241 1.86136 -1.70866
C -3.72762 1.64837 2.87201
C -4.13705 -3.32898 -0.59200
C 2.49664 0.93064 2.62323
C -1.30260 0.77597 -4.36390
C -2.68829 2.28834 2.18589
C 2.77699 3.29248 0.01406
C -0.29218 0.02380 -4.94101
C 0.38874 1.22460 -2.75955
C 4.82181 0.13628 2.87397
C -4.48273 -4.67748 -0.67257
C 3.20289 -0.95818 1.27256
C 1.20164 0.76045 2.16902
C -0.52987 -0.78560 1.26100
B -1.08911 -2.14078 0.63326
H 2.71899 1.74541 3.30532
H 4.36756 1.96005 -0.58542
H 1.62293 -1.96986 0.20036
H 1.04567 4.50652 0.47682
H 3.99273 -1.59820 0.89184
H -1.48137 -6.14447 0.10357
H -4.87713 -2.52511 -0.57475
H -2.64708 3.38641 2.14309
H -0.88452 -0.37173 -6.97196
H -0.48843 -1.49563 2.16416
H -1.64055 2.00061 -2.54636
H -4.55221 2.23074 3.29560
H -3.78739 -6.72205 -0.67160
H -5.53872 -4.93170 -0.84868
H 2.87247 0.56292 -1.96080
H 0.44223 1.40605 2.60380
H -2.27022 0.87886 -4.83841
H 0.58811 -1.18722 -6.46797
H -0.43421 3.26531 -1.11580
H -0.97823 -1.76195 -5.88293
H -0.88977 2.04378 1.00134
H -4.53609 -0.27193 3.47919
H -2.63889 -1.55876 2.62660
*
```

Results of the natural (NBO) charge analysis, in e, for atoms 1 through 4: number 1, S, carries 0.4145; number 2, F, carries -0.3275; number 3, F, carries -0.3226; number 4, F, carries -0.3365



Entry 2:
Computed, not measured: 2 unconnected molecules or ions with the total composition C8H11ClI2NO2P in a non-equilibrium geometry, with ωB97M-V/def2-TZVPD.

Output
* HOMO energy: -0.1894 Eh
* total energy: -1913.3937 a.u.

```
! RIJCOSX wB97M-V def2-TZVPD def2/J DEFGRID3
* xyz 0 1
I 4.32691 -0.08574 -0.08774
I 2.03405 -1.90469 1.26473
Cl -1.36010 3.52296 -2.07782
P -2.88990 2.28746 -1.33072
O 3.49684 -3.40047 4.65231
O -3.26456 2.94798 0.18899
N -0.77541 0.44570 -0.93901
C 1.80795 1.58623 0.27562
C 1.42474 -0.91043 -0.61459
C -2.16249 0.60840 -0.87905
C 2.27419 0.43763 -0.71877
C -0.94144 -1.86286 -0.15626
C -2.40770 -1.76572 -0.09671
C -0.10975 -0.70884 -0.59824
C -3.03198 -0.47409 -0.47839
H 0.99100 1.20371 0.95802
H 3.13181 -3.48140 3.77532
H -0.47868 -2.83180 0.15657
H 1.33619 2.41906 -0.32593
H -3.04058 -2.61686 0.23496
H 2.40012 0.82944 -1.76136
H 2.63873 1.97624 0.91336
H -0.22204 1.24514 -1.25770
H 1.72322 -1.56481 -1.48131
H -2.76588 2.42147 0.85085
H -4.13527 -0.32371 -0.46709
*
```

Results of the natural (NBO) charge analysis, in e, for atoms 1 through 4: number 1, I, carries 0.1449; number 2, I, carries 0.2221; number 3, Cl, carries -0.2979; number 4, P, carries 1.1123



Entry 3:
Computed, not measured: a molecular structure, C17H28N3OPSTa, with ωB97M-V/def2-TZVPD.

Output
* HOMO energy: -0.6650 Eh
* relative energy (zero: lowest compared OMol25 entry of this formula, charge and spin): 0.0 kcal per mole
* total energy: -1699.6176 a.u.

```
! RIJCOSX wB97M-V def2-TZVPD def2/J DEFGRID3
* xyz 3 1
Ta 0.82790 0.97867 0.86192
S 2.99234 0.91632 -0.03627
P 0.26037 -1.29264 -0.04472
O -0.94335 1.44609 0.59921
N 4.57519 3.05969 0.12267
N 1.07317 2.92218 0.08119
N 2.32434 3.52197 0.10099
C -0.82615 -0.87727 -2.52626
C -1.24150 3.49220 -0.50277
C -1.82081 2.33294 0.03975
C -2.09385 4.45992 -1.06691
C 3.30778 2.68824 0.06156
C 0.15002 3.72695 -0.41843
C -1.23577 -1.29395 -1.10936
C -2.06919 -2.58102 -1.09112
C 1.61107 -2.46528 -0.48652
C 1.10871 -3.88332 -0.79155
C -3.17882 2.11266 0.06278
C 2.77157 -2.50303 0.51347
C 0.61805 -0.47685 2.73653
C -3.99133 3.08546 -0.51306
C -0.25744 -1.35687 1.77289
C -3.45541 4.24540 -1.07687
C -0.29693 -2.80391 2.32151
H -0.33141 0.09649 -2.55344
H -3.59891 1.22674 0.51967
H -0.78943 -2.78600 3.29422
H 1.94730 -4.43562 -1.21692
H 3.56013 -3.11241 0.07103
H 1.96825 -2.00730 -1.41869
H 0.69189 -3.23390 2.44438
H -5.06404 2.94057 -0.51522
H -1.67482 5.36742 -1.48363
H 0.29939 -3.91681 -1.51396
H 0.53474 4.67800 -0.77718
H -1.72224 -0.81527 -3.14374
H 2.49772 -2.98674 1.44850
H -1.27756 -0.96680 1.79401
H -3.05528 -2.33715 -1.48735
H -4.11530 4.98372 -1.51114
H -0.16754 -1.61407 -2.98900
H 0.80352 -4.40225 0.11555
H -1.64543 -3.34406 -1.73852
H -2.21389 -2.99883 -0.09533
H 4.79658 4.04264 0.22148
H 1.71022 -0.48420 2.52028
H -0.87963 -3.44317 1.66194
H 5.33415 2.41727 -0.03994
H 0.22303 0.56219 2.94480
H 3.21683 -1.53258 0.72852
H 0.56743 -0.85822 3.76069
H -1.82567 -0.49419 -0.65164
*
```

Results of the natural (NBO) charge analysis, in e, for atoms 1 through 4: number 1, Ta, carries 1.7585; number 2, S, carries -0.0433; number 3, P, carries 1.1333; number 4, O, carries -0.7003



Q: Among the records above, which one has the lowest total energy?
A: C32H23BF6O2S



What did the second record say?
Computed, not measured: 2 unconnected molecules or ions with the total composition C8H11ClI2NO2P in a non-equilibrium geometry, with ωB97M-V/def2-TZVPD.

Output
* HOMO energy: -0.1894 Eh
* total energy: -1913.3937 a.u.

```
! RIJCOSX wB97M-V def2-TZVPD def2/J DEFGRID3
* xyz 0 1
I 4.32691 -0.08574 -0.08774
I 2.03405 -1.90469 1.26473
Cl -1.36010 3.52296 -2.07782
P -2.88990 2.28746 -1.33072
O 3.49684 -3.40047 4.65231
O -3.26456 2.94798 0.18899
N -0.77541 0.44570 -0.93901
C 1.80795 1.58623 0.27562
C 1.42474 -0.91043 -0.61459
C -2.16249 0.60840 -0.87905
C 2.27419 0.43763 -0.71877
C -0.94144 -1.86286 -0.15626
C -2.40770 -1.76572 -0.09671
C -0.10975 -0.70884 -0.59824
C -3.03198 -0.47409 -0.47839
H 0.99100 1.20371 0.95802
H 3.13181 -3.48140 3.77532
H -0.47868 -2.83180 0.15657
H 1.33619 2.41906 -0.32593
H -3.04058 -2.61686 0.23496
H 2.40012 0.82944 -1.76136
H 2.63873 1.97624 0.91336
H -0.22204 1.24514 -1.25770
H 1.72322 -1.56481 -1.48131
H -2.76588 2.42147 0.85085
H -4.13527 -0.32371 -0.46709
*
```

Results of the natural (NBO) charge analysis, in e, for atoms 1 through 4: number 1, I, carries 0.1449; number 2, I, carries 0.2221; number 3, Cl, carries -0.2979; number 4, P, carries 1.1123